No. 1
# CH2ClOP

2 unconnected molecules or ions with the total composition CH2ClOP in a non-equilibrium geometry (ωB97M-V/def2-TZVPD, the OMol25 dataset).

Results
E_HOMO (spin up / spin down) in eV: -8.86 / -8.81
LUMO (spin up / spin down) in eV: -1.1 / -1.0
Energy above the lowest of the compared OMol25 structures with the same formula, charge and spin in kJ/mol: 281.9
DFT total energy in hartree: -915.9643
Multiplicity: 1

Each line ends with the Löwdin charge.
Atoms and positions in Å:
C (1.288, -0.241, 0.230)  -0.857
O (1.872, 0.790, 0.348)  -0.007
P (-1.581, -0.154, 0.131)  0.647
Cl (1.802, -1.787, -0.059)  0.693
H (-1.952, 0.097, -1.088)  -0.313
H (-1.429, 1.295, 0.438)  -0.162

***

No. 2
# C7H14

2 unconnected molecules or ions with the total composition C7H14 in a non-equilibrium geometry (ωB97M-V/def2-TZVPD, the OMol25 dataset).

Results
E_HOMO in eV: -10.13
SMILES string: CCCCC.C#C
LUMO in eV: 1.2
Energy above the lowest of the compared OMol25 structures with the same formula, charge and spin in kJ/mol: 486.9
DFT total energy in hartree: -274.9308
Multiplicity: 1

Each line ends with the Löwdin charge.
Atoms and positions in Å:
C (-1.316, 0.708, 2.041)  -0.030
C (-1.419, 1.617, 1.176)  -0.043
C (0.365, -2.770, 0.369)  -0.092
C (0.973, -1.315, 0.252)  -0.257
C (0.083, -0.434, -0.627)  -0.279
C (0.833, 0.876, -0.743)  -0.342
C (0.054, 1.691, -1.807)  -0.147
H (-1.511, -0.283, 2.587)  0.066
H (-1.529, 2.418, 0.235)  0.116
H (-0.603, -2.621, 0.907)  0.077
H (0.277, -3.273, -0.542)  0.040
H (0.955, -3.449, 0.955)  0.049
H (2.016, -1.317, -0.193)  0.113
H (1.231, -0.807, 1.185)  0.096
H (0.079, -0.795, -1.777)  0.163
H (-0.897, -0.190, -0.425)  0.044
H (1.938, 0.667, -0.981)  0.115
H (1.153, 1.614, 0.111)  0.128
H (-0.947, 1.735, -1.553)  -0.007
H (0.340, 2.829, -1.659)  0.112
H (0.063, 1.234, -2.808)  0.076

***

No. 3
# C11H14Si

C11H14Si in the gas phase in a non-equilibrium geometry (ωB97M-V/def2-TZVPD, the OMol25 dataset).

Results
E_HOMO (spin up / spin down) in eV: -7.29 / -7.38
SMILES string: CC1=Cc2ccccc2[Si]1(C)C
LUMO (spin up / spin down) in eV: 0.1 / -0.1
Energy above the lowest of the compared OMol25 structures with the same formula, charge and spin in kJ/mol: 299.2
DFT total energy in hartree: -716.9402
Multiplicity: 1

Each line ends with the Löwdin charge.
Atoms and positions in Å:
C (-3.632, 0.473, 0.157)  -0.099
C (-3.394, -0.919, -0.122)  -0.081
C (-2.640, 1.378, 0.074)  -0.053
C (-2.108, -1.320, -0.342)  -0.124
C (-1.265, 0.938, -0.150)  -0.293
C (-1.040, -0.423, -0.377)  -0.205
C (-0.178, 1.845, -0.097)  0.041
C (1.262, 1.019, -0.218)  -0.214
C (2.621, 1.649, -0.031)  -0.120
C (2.133, -1.348, -1.473)  -0.184
C (1.128, -1.338, 1.637)  -0.168
Si (0.845, -0.764, -0.147)  0.636
H (-4.545, 0.848, 0.661)  0.111
H (-4.061, -1.709, -0.075)  0.071
H (-2.939, 2.407, 0.413)  0.124
H (-1.815, -2.384, -0.614)  0.123
H (-0.278, 2.862, -0.232)  0.057
H (2.570, 2.739, -0.278)  0.087
H (3.237, 1.128, -0.654)  0.009
H (2.879, 1.620, 1.050)  0.092
H (2.424, -2.425, -1.386)  0.024
H (2.057, -1.010, -2.521)  0.034
H (3.152, -0.908, -1.281)  0.026
H (2.152, -1.585, 1.890)  0.016
H (0.843, -0.491, 2.353)  0.071
H (0.590, -2.282, 1.762)  0.020

***

No. 4
# C15H24F4K2N2O23S4

A molecular structure, C15H24F4K2N2O23S4 in a non-equilibrium geometry (ωB97M-V/def2-TZVPD, the OMol25 dataset).

Results
E_HOMO in eV: -10.13
LUMO in eV: -1.5
DFT total energy in hartree: -5618.0406
Multiplicity: 1

Each line ends with the Löwdin charge.
Atoms and positions in Å:
K (2.869, -3.031, -0.963)  0.873
K (2.573, -0.578, -3.557)  0.853
N (0.994, -0.806, -1.393)  -0.419
S (-0.496, -0.631, -1.254)  0.489
O (-1.064, 0.723, -1.538)  -0.275
O (-1.150, -1.371, -0.178)  -0.258
F (-0.989, -1.537, -2.575)  -0.226
S (1.384, 0.440, -0.238)  0.574
O (0.873, 0.318, 1.108)  -0.212
O (1.435, 1.785, -0.827)  -0.261
F (2.916, 0.141, -0.199)  -0.189
N (4.549, -2.193, -2.861)  -0.510
S (5.169, -2.977, -4.037)  0.499
O (6.054, -4.091, -3.792)  -0.227
O (5.214, -2.191, -5.288)  -0.269
F (3.725, -3.745, -4.250)  -0.247
S (5.931, -1.419, -2.393)  0.587
O (6.349, -0.281, -3.234)  -0.250
O (6.898, -2.178, -1.629)  -0.238
F (5.187, -0.615, -1.158)  -0.241
C (-1.559, -6.067, -0.632)  -0.078
C (-1.195, -4.551, -0.294)  -0.109
O (-1.486, -4.502, 1.095)  0.056
C (-2.236, -5.567, 1.501)  -0.501
O (-2.447, -5.859, 2.683)  0.128
O (-2.393, -6.411, 0.466)  0.044
H (-0.721, -6.753, -0.502)  0.128
H (-2.044, -6.131, -1.605)  0.128
H (-1.620, -3.776, -0.932)  0.102
H (-0.128, -4.368, -0.421)  0.098
C (-4.346, -1.524, -0.183)  -0.127
C (-4.567, -0.015, -0.348)  -0.118
O (-4.816, 0.370, 1.004)  0.032
C (-4.037, -0.481, 1.783)  -0.534
O (-3.600, -0.187, 2.872)  0.156
O (-3.778, -1.585, 1.100)  0.065
H (-3.690, -2.017, -0.901)  0.113
H (-5.235, -2.146, -0.294)  0.127
H (-5.402, 0.349, -0.947)  0.134
H (-3.679, 0.478, -0.744)  0.093
C (0.226, 4.027, -3.248)  -0.126
C (-1.231, 4.148, -3.666)  -0.084
O (-1.438, 2.836, -4.194)  0.093
C (-0.257, 2.312, -4.489)  -0.615
O (-0.155, 1.309, -5.215)  0.090
O (0.709, 2.973, -3.992)  0.121
H (0.198, 3.878, -2.169)  0.127
H (0.671, 4.991, -3.493)  0.141
H (-1.402, 4.966, -4.366)  0.137
H (-1.718, 4.257, -2.697)  0.115
C (-3.334, 3.390, -0.453)  -0.080
O (-2.088, 3.812, -0.026)  -0.008
C (-1.376, 3.035, 0.830)  -0.547
O (-1.791, 2.023, 1.420)  0.123
O (-0.313, 3.714, 1.197)  0.002
C (0.390, 3.513, 2.425)  -0.019
H (-3.251, 2.471, -1.033)  0.075
H (-3.673, 4.120, -1.188)  0.092
H (-4.166, 3.267, 0.240)  0.107
H (-0.146, 3.591, 3.371)  0.101
H (1.141, 4.300, 2.487)  0.096
H (0.939, 2.572, 2.453)  0.076
C (0.524, 1.824, 6.765)  -0.038
O (1.726, 1.719, 6.014)  0.003
C (1.827, 0.859, 5.008)  -0.664
O (0.914, 0.170, 4.564)  0.110
O (3.024, 0.818, 4.601)  0.049
C (3.389, -0.132, 3.578)  -0.011
H (0.832, 2.048, 7.786)  0.093
H (0.125, 0.816, 6.885)  0.095
H (-0.257, 2.491, 6.401)  0.097
H (4.474, -0.114, 3.481)  0.097
H (2.995, 0.136, 2.598)  0.063
H (3.048, -1.163, 3.676)  0.100

***

No. 5
# CH4Cl2PS

2 unconnected molecules or ions with the total composition CH4Cl2PS in a non-equilibrium geometry (ωB97M-V/def2-TZVPD, the OMol25 dataset).

Results
E_HOMO (spin up / spin down) in eV: -15.48 / -14.90
LUMO (spin up / spin down) in eV: -7.9 / -7.6
Energy above the lowest of the compared OMol25 structures with the same formula, charge and spin in kJ/mol: 323.7
DFT total energy in hartree: -1700.0788
Multiplicity: 1
Charge: +1

Each line ends with the Löwdin charge.
Atoms and positions in Å:
C (0.571, 0.182, -0.478)  -0.316
P (-0.485, 0.573, 0.921)  0.128
S (-1.764, -0.963, 1.197)  0.615
Cl (-1.371, 2.302, 0.591)  0.418
Cl (1.004, 1.040, 3.510)  0.011
H (1.218, -0.695, -0.445)  0.064
H (1.401, 0.905, -0.574)  0.071
H (-0.201, 0.013, -1.429)  0.152
H (-2.677, -0.220, 1.760)  -0.143